No. 1
A structure of composition C18H31F6N6O6RuS3 in a non-equilibrium geometry. Source: the OMol25 dataset; level of theory: the ωB97M-V functional and the def2-TZVPD basis.

```
71
Properties=species:S:1:pos:R:3:mulliken_charge:R:1
Ru -0.65 0.86 0.55 1.407
C -1.07 3.87 2.04 -0.867
C -1.66 3.85 0.64 -1.005
N -0.90 3.07 -0.33 0.228
C 0.28 3.64 -1.03 -0.605
C 1.56 3.68 -0.26 -0.798
S 1.97 2.13 0.69 0.283
C 1.83 2.66 2.39 -0.766
C 0.49 2.33 3.18 -0.698
N -0.70 2.47 2.39 -0.145
H -1.60 4.40 2.84 0.490
H -0.09 4.39 1.95 0.277
H -1.85 4.83 0.25 0.497
H -2.64 3.39 0.72 0.368
H -1.62 2.76 -1.00 0.303
H 0.07 4.67 -1.43 0.310
H 0.43 2.93 -1.88 0.026
H 1.77 4.52 0.46 0.527
H 2.31 3.79 -1.00 0.526
H 2.02 3.77 2.45 0.369
H 2.59 2.10 2.94 0.485
H 0.50 2.91 4.16 0.278
H 0.54 1.32 3.49 0.305
H -1.58 1.98 2.66 0.354
C -1.40 -2.45 -1.58 -1.006
O -2.38 -3.40 -1.23 -0.361
C -3.60 -3.35 -1.89 -0.360
C -4.43 -4.60 -1.94 -1.003
H -1.65 -1.44 -1.33 0.344
H -1.18 -2.49 -2.57 0.735
H -0.57 -2.70 -0.94 0.250
H -3.78 -5.53 -1.98 0.281
H -5.05 -4.65 -2.89 0.297
H -5.04 -4.73 -1.11 0.272
N -2.43 -0.35 0.93 -0.139
C -3.55 0.36 0.87 0.204
N -4.75 -0.36 0.81 -0.496
O -3.58 1.62 0.83 -0.612
H -2.54 -1.38 0.82 0.064
H -3.56 -2.59 -2.61 0.566
H -4.75 -1.30 0.43 0.182
H -5.57 0.19 0.60 0.242
C 1.57 -5.09 2.66 -1.417
C 1.26 -3.64 2.29 1.127
C 1.90 -3.05 1.26 -0.960
C 1.56 -1.72 0.92 -0.251
N 0.61 -1.02 1.56 0.342
C 0.01 -1.58 2.59 -0.474
C 0.33 -2.87 2.98 -0.933
H 2.52 -5.20 3.17 0.309
H 1.70 -5.67 1.78 0.407
H 0.72 -5.55 3.26 0.340
H 2.76 -3.43 0.65 0.413
H 2.09 -1.17 0.15 0.293
H -0.77 -0.95 3.04 0.420
H -0.21 -3.20 3.94 0.235
F 1.90 -0.48 -4.77 -0.171
C 0.93 0.24 -4.23 0.357
F -0.25 -0.36 -4.36 -0.163
F 0.91 1.43 -4.79 -0.209
S 1.32 0.23 -2.40 0.711
O 0.09 0.73 -1.78 -0.937
O 1.65 -1.13 -2.16 -0.567
N 2.43 1.33 -1.98 -0.166
S 3.93 1.54 -2.54 0.992
O 4.57 2.60 -1.81 -0.658
O 4.04 1.47 -3.99 -0.676
C 4.88 0.10 -1.97 0.670
F 6.15 0.42 -2.16 -0.218
F 4.61 -1.03 -2.69 -0.209
F 4.61 -0.12 -0.68 -0.215
```

Values from the calculation:
- E_tot: -91783.08910 eV
- 2S+1: 6
- Frontier orbital gap (alpha / beta): 7.39 / 8.54 eV
- Molar mass: 738.74 g mol⁻¹
- Energy above the lowest of the compared OMol25 structures with the same formula, charge and spin: 0.00 kcal/mol
- <S²>: 8.760

=====

No. 2
A structure of composition C18H31FN3O3PSeSiTaTe in a non-equilibrium geometry. Source: the OMol25 dataset; level of theory: the ωB97M-V functional and the def2-TZVPD basis.

```
61
Properties=species:S:1:pos:R:3:mulliken_charge:R:1
Ta -0.09 0.03 -0.60 1.052
C 2.98 -0.67 -1.82 -0.920
Si 3.01 0.12 -0.12 0.080
C 2.68 -1.07 1.27 -0.901
C 4.55 1.12 0.14 -1.283
N 1.41 1.14 -0.19 0.369
C 1.39 2.56 -0.35 -0.179
C 2.34 3.48 0.08 -0.520
C 2.16 4.82 -0.25 -1.024
C 1.06 5.25 -0.99 -0.486
C 0.08 4.36 -1.40 -1.090
C 0.30 3.06 -1.03 1.451
F -0.64 2.02 -1.33 -0.132
H 4.00 -0.82 -2.17 0.509
H 2.50 -0.04 -2.58 0.399
H 2.50 -1.65 -1.84 0.121
H 3.57 -1.70 1.40 0.401
H 1.85 -1.76 1.12 0.295
H 2.53 -0.54 2.21 0.327
H 5.36 0.41 -0.05 0.418
H 4.67 1.49 1.16 0.366
H 4.67 1.94 -0.56 0.432
H 3.19 3.18 0.66 0.571
H 2.90 5.54 0.07 0.456
H 0.97 6.30 -1.25 0.461
H -0.79 4.66 -1.97 0.602
C -1.67 0.64 4.49 -0.864
N -2.13 1.69 3.58 0.113
C -2.61 2.91 3.99 -0.411
C -2.97 3.60 2.88 -0.419
N -2.71 2.79 1.80 0.217
C -3.10 3.15 0.44 -0.866
C -2.19 1.64 2.24 0.235
Se -1.69 0.03 1.35 -0.192
H -1.66 1.05 5.49 0.305
H -0.66 0.34 4.22 0.352
H -2.35 -0.21 4.45 0.382
H -2.66 3.18 5.04 0.460
H -3.40 4.58 2.77 0.522
H -2.62 4.09 0.17 0.368
H -4.18 3.26 0.40 0.371
H -2.80 2.36 -0.23 0.190
C 0.19 -5.47 -3.45 -1.054
C 1.15 -4.58 -2.71 -0.181
O 0.60 -3.17 -2.58 -0.065
P -0.59 -2.58 -1.84 0.291
O -0.11 -1.90 -0.44 -0.285
Te -1.31 -0.54 -2.97 -0.107
O -1.62 -3.68 -1.53 -0.064
C -2.88 -3.58 -0.74 0.148
C -2.98 -4.81 0.11 -1.236
H 0.71 -6.42 -3.61 0.407
H -0.05 -5.07 -4.43 0.318
H -0.71 -5.67 -2.89 0.258
H 2.06 -4.40 -3.27 0.305
H 1.38 -4.90 -1.70 0.330
H -3.67 -3.50 -1.48 0.307
H -2.82 -2.66 -0.15 0.028
H -2.96 -5.71 -0.50 0.330
H -3.94 -4.79 0.63 0.423
H -2.19 -4.86 0.85 0.310
```

Values from the calculation:
- E_tot: -123835.94018 eV
- Total charge: +3
- Frontier orbital gap: 6.82 eV
- Molar mass: 803.03 g mol⁻¹

=====

No. 3
A structure of composition C18H31GdN2 in a non-equilibrium geometry. Source: the OMol25 dataset; level of theory: the ωB97M-V functional and the def2-TZVPD basis.

```
52
Properties=species:S:1:pos:R:3:mulliken_charge:R:1
C 1.29 2.21 -1.64 -0.938
H 2.19 2.55 -1.11 0.507
H 1.53 1.82 -2.62 0.258
H 0.36 -0.77 1.71 -0.079
C 0.12 3.17 -1.62 0.012
H -0.79 2.68 -2.03 0.257
H -0.12 3.45 -0.57 0.367
C 0.47 4.45 -2.43 -1.316
H -0.35 5.18 -2.44 0.379
H 1.34 4.94 -1.98 0.359
H 0.70 4.18 -3.47 0.351
C -0.82 -1.77 -0.40 0.621
C -1.46 -0.98 -1.39 0.271
C -0.50 -0.62 -2.37 0.443
C 0.76 -1.20 -2.00 0.439
C 0.54 -1.94 -0.79 0.902
C 1.53 -2.82 -0.12 -1.664
C 2.01 -1.18 -2.81 -1.519
C -0.78 0.11 -3.63 -1.420
C -2.93 -0.76 -1.51 -1.683
C -1.52 -2.48 0.71 -1.281
Gd 0.62 0.52 -0.21 0.581
H 2.89 -1.37 -2.18 0.350
H 1.99 -1.95 -3.59 0.358
H 2.15 -0.21 -3.31 0.299
H 2.57 -2.50 -0.30 0.354
H 1.38 -2.94 0.96 0.303
H 1.43 -3.85 -0.53 0.377
H -2.42 -1.93 1.02 0.351
H -1.84 -3.50 0.42 0.350
H -0.87 -2.60 1.59 0.251
H -3.12 0.10 -2.15 0.453
H -3.45 -1.63 -1.95 0.309
H -3.37 -0.58 -0.52 0.317
H 0.02 0.83 -3.86 0.254
H -0.84 -0.58 -4.49 0.346
H -1.73 0.65 -3.57 0.349
C 1.74 -0.55 5.36 -1.213
C 0.93 -0.07 4.26 0.853
C -0.46 0.08 4.16 -1.107
C -0.78 0.39 2.88 0.774
N 0.42 0.18 2.10 0.361
N 1.44 0.21 3.07 -0.284
C -2.08 0.72 2.25 -1.007
H 1.95 0.19 6.13 0.319
H 1.25 -1.38 5.87 0.366
H 2.69 -0.93 5.01 0.396
H -1.17 -0.08 4.96 0.485
H 2.45 0.16 2.85 0.284
H -2.80 -0.10 2.44 0.321
H -2.52 1.63 2.70 0.433
H -2.03 0.87 1.15 0.149
```

Values from the calculation:
- E_tot: -42962.37583 eV
- Total charge: +2
- 2S+1: 8
- Frontier orbital gap (alpha / beta): 5.20 / 5.68 eV
- Molar mass: 432.71 g mol⁻¹
- <S²>: 15.787

=====

No. 4
A structure of composition C18H31NO4 in a non-equilibrium geometry. Source: the OMol25 dataset; level of theory: the ωB97M-V functional and the def2-TZVPD basis.

```
54
Properties=species:S:1:pos:R:3:mulliken_charge:R:1
C 1.15 0.60 -4.05 -1.402
H 0.17 1.12 -4.33 0.318
H 1.28 -0.21 -4.89 0.251
H 1.91 1.38 -4.37 0.357
C 1.09 0.34 -2.69 0.168
N 0.16 -0.69 -2.09 0.424
H -0.76 -0.30 -2.04 -0.015
C 0.18 -1.85 -2.89 -0.720
C -0.41 -2.87 -1.84 0.248
O 0.13 -2.81 -0.61 -0.549
H 0.54 -1.81 -0.47 0.307
C -1.88 -2.74 -1.75 -0.724
H -2.57 -3.24 -2.75 0.295
H -2.24 -3.53 -0.93 0.318
O -2.53 -1.47 -1.79 -0.367
C -2.46 -0.91 -0.44 0.230
C -2.95 0.43 -0.69 -0.273
C -2.73 1.31 0.45 0.441
C -2.15 0.89 1.47 0.355
C -1.90 -0.53 1.82 -0.829
C -2.08 -1.22 0.66 -0.285
H -1.69 -2.42 0.99 -0.062
H -1.52 -0.87 2.72 0.669
C -1.95 1.74 2.89 -1.234
O -1.26 3.28 2.22 -0.586
C -0.19 2.92 1.57 -1.647
C 0.76 2.23 2.39 -0.202
O 1.01 0.87 2.07 0.012
C 1.93 0.04 2.75 0.188
C 3.07 -0.02 1.64 -1.158
H 2.89 -0.39 0.66 0.279
H 3.40 1.19 1.34 0.182
H 3.98 -0.52 2.02 0.456
C 1.30 -1.29 2.90 -1.289
H 0.59 -1.29 3.68 0.327
H 1.22 -1.78 1.93 0.092
H 2.23 -1.83 3.11 0.547
H 2.35 0.31 3.72 0.374
H 0.94 2.45 3.48 0.427
H 2.04 2.64 2.13 0.338
H 0.02 3.81 1.48 0.808
H -0.26 2.32 0.94 0.596
H -3.00 2.18 3.29 0.294
H -1.56 1.34 3.59 0.619
H -2.88 2.52 0.29 0.189
H -3.19 0.78 -1.80 0.323
H -0.30 -4.08 -2.18 0.236
H -0.57 -2.08 -3.83 0.232
H 1.27 -2.21 -3.16 0.447
C 1.35 1.47 -1.53 -0.358
H 1.32 1.12 -0.68 -0.407
H 0.41 2.06 -1.87 0.259
H 2.18 2.04 -2.04 0.264
H 2.16 -0.42 -2.48 0.238
```

Values from the calculation:
- E_tot: -28829.69694 eV
- Frontier orbital gap: 9.00 eV
- Molar mass: 325.45 g mol⁻¹
- Energy above the lowest of the compared OMol25 structures with the same formula, charge and spin: 427.30 kcal/mol

=====

What is the formula in the second record?
C18H31FN3O3PSeSiTaTe